1.
The following is a quantum chemistry calculation of C36H65BaN2O7P2S2Si as an isolated structure at a distorted geometry, from OMol25.

Output
Strongest force on any atom ... 1.83 eV/Å
Gap between HOMO and LUMO ... 5.84 eV
E_HOMO ... -3.7 eV
Energy above the lowest of the compared OMol25 structures with the same formula, charge and spin ... 37.2 kcal per mole

```
! wB97M-V def2-TZVPD RIJCOSX def2/J DEFGRID3
* xyz -1 1
C 3.07 3.04 3.72
C 3.30 -0.02 -1.39
H 0.80 -4.28 1.91
H -9.04 0.14 -1.65
C -4.52 1.67 -2.29
C -0.04 0.47 5.73
H -0.51 3.99 -1.07
C 3.97 -2.86 0.43
C -1.58 0.48 -3.39
H -0.39 -2.52 -5.49
H -3.56 -0.15 -1.65
H -2.82 0.55 5.87
H 4.20 -4.83 -1.73
N -0.54 -0.29 -2.98
Ba -0.09 0.04 -0.09
H -1.47 2.67 6.57
O -2.88 3.61 -1.82
H -8.37 -0.07 -0.04
C 0.68 -4.91 -3.08
C -2.24 -3.41 0.98
O -3.21 2.92 -4.15
C 4.15 -0.08 -2.65
H 3.48 2.13 5.63
O 2.36 1.04 -1.59
C 3.12 4.46 4.27
H -1.91 1.64 1.64
H -5.64 -1.25 -1.01
C 3.14 0.36 -3.71
H 4.00 -1.96 1.06
C -1.74 -2.21 0.17
H 3.00 3.66 1.64
C 3.03 -4.88 -4.60
H 4.55 -3.65 0.93
H 1.16 3.68 -0.51
C -0.46 4.19 1.59
H 2.52 -4.46 2.35
H -2.50 -3.05 1.98
H -2.29 -0.36 4.44
C -4.49 0.38 -1.77
C -6.91 1.71 -2.06
H 2.54 5.13 3.63
C -5.73 2.33 -2.43
O 1.69 2.67 3.74
C 3.87 2.09 4.61
C -1.02 1.32 4.93
H -1.14 4.89 1.11
H 4.44 -2.62 -0.52
H 0.78 -6.00 -3.02
H 0.09 -4.56 -2.23
H 4.92 2.38 4.63
H -1.42 -4.13 1.12
O -2.46 -1.90 -0.80
H 4.98 0.63 -2.59
H -3.07 1.22 4.25
H 4.10 -4.67 -4.66
C -1.77 2.26 0.75
C -2.25 0.16 -4.59
N -1.85 1.50 -2.52
H 1.69 -2.89 2.51
Si 0.91 1.48 2.91
H -3.10 -3.90 0.51
C -1.14 2.72 5.53
H 3.61 0.75 -4.62
H 4.55 -1.08 -2.83
P 2.32 -4.09 -3.09
H -1.86 3.31 4.96
H -2.07 1.72 -0.15
H 2.77 -0.98 -1.29
H -5.74 3.34 -2.84
H 0.53 4.64 1.67
H 4.15 4.82 4.33
C 2.48 -5.07 -0.44
H -2.34 -1.14 -6.26
H 3.08 -5.61 0.31
H -2.51 3.05 0.82
H -7.86 2.23 -2.17
H -0.17 3.22 5.49
O -0.60 1.46 3.57
C 2.35 1.43 -2.98
O 0.61 2.03 1.35
C 1.78 -3.79 1.91
H 3.77 1.07 4.23
H 4.64 3.37 2.27
C -2.39 0.64 4.88
H -8.14 -1.33 -1.25
H 1.50 -5.56 -0.48
H 2.69 4.48 5.27
H 3.58 2.01 1.89
C 3.61 3.02 2.29
C -0.37 2.90 0.76
H 2.56 -4.46 -5.49
H -0.81 3.96 2.59
H 0.93 0.97 5.80
H 2.82 2.41 -3.06
H -0.43 0.32 6.75
C -1.83 -0.91 -5.34
H 0.11 -0.49 5.25
H -3.08 0.78 -4.91
S 1.82 -0.31 2.67
C 0.16 3.25 -0.63
H 2.89 -5.96 -4.60
C -0.15 -1.32 -3.73
S -3.03 2.53 -2.76
C -5.68 -0.24 -1.41
H 0.68 -1.90 -3.33
H 3.85 0.19 -0.48
H 3.16 -6.18 -2.17
C -6.90 0.41 -1.54
H 0.13 -4.66 -3.98
C -8.18 -0.25 -1.10
C 3.16 -5.15 -1.81
P 2.22 -3.34 0.18
C -0.75 -1.68 -4.92
H 0.22 2.43 -1.35
H 2.50 -0.47 -3.99
H 1.31 1.50 -3.31
*
```

=====

2.
The following is a quantum chemistry calculation of a 4-piece molecular cluster, C36H65BrCl3N2O9P2S3 overall at a distorted geometry, from OMol25.

Output
Strongest force on any atom ... 5.20 eV/Å
Gap between HOMO and LUMO ... 6.70 eV
E_HOMO ... -10.5 eV

```
! wB97M-V def2-TZVPD RIJCOSX def2/J DEFGRID3
* xyz 1 1
H 5.10 -0.78 -0.71
H -1.55 0.01 -3.64
H -2.67 4.25 -4.72
H 0.40 1.06 -2.26
C -4.93 -3.28 -2.25
C -0.31 0.58 -0.27
H 9.37 -1.01 -2.16
H 7.10 -0.45 -3.41
H 0.76 4.27 -6.41
S -2.93 -1.27 5.87
O -3.62 -0.73 4.72
H 0.01 4.18 -4.79
H -3.52 4.46 -6.24
Cl -3.76 0.60 -3.38
H -2.47 -4.82 5.45
C 3.22 0.80 -0.64
Br -7.76 -2.00 -0.25
C -1.22 3.83 5.18
O -6.39 -2.42 2.45
H 9.20 -2.16 1.26
H -2.84 -0.98 -5.45
C -4.10 -2.18 6.87
H -1.60 1.94 6.21
C 0.07 4.54 4.77
C -1.97 -2.70 5.34
O -5.23 1.57 3.11
N -3.18 1.77 1.34
H -4.62 -3.63 5.36
C 0.37 1.94 5.31
H -5.56 -0.72 3.46
H -1.60 1.02 -1.90
H -5.07 -1.70 6.81
H 0.52 5.08 5.60
O 2.48 3.47 4.86
H 5.30 -1.11 -2.42
H -2.08 -4.08 7.00
H -1.13 -1.14 -1.85
C -1.37 4.85 -6.34
C 1.96 1.62 -0.93
H -0.42 -0.45 0.05
H -1.60 -1.94 -4.76
C 8.37 -1.03 -0.33
C 5.20 -0.33 -1.68
C -4.71 -1.43 0.48
Cl -3.30 -4.30 -0.47
H -4.52 -4.31 6.98
H 4.06 1.31 -2.51
N -3.01 -0.93 -0.94
H 3.90 1.34 -0.01
C 8.35 -1.11 -1.84
H -1.88 4.50 5.73
C -2.57 -1.52 -4.57
H 0.00 1.18 4.62
H 1.69 2.23 -0.09
S -0.62 2.34 -6.14
C -2.75 0.19 -0.34
H -2.80 1.96 -5.35
H -3.27 -2.31 -4.36
O -2.12 -0.43 6.72
C -0.15 4.05 -5.86
C -4.17 -3.02 -1.20
C 3.89 0.42 -1.94
H -3.73 -2.16 7.90
H -3.05 1.63 2.33
C -1.69 1.05 -0.83
H -1.82 2.07 -0.55
H 8.05 -2.09 -2.15
C -3.50 0.56 0.72
H 6.71 0.91 -0.75
H -5.47 -5.27 -2.01
H -2.06 -2.78 4.26
C 6.41 0.59 -1.73
H -2.25 -2.36 -2.25
C -3.97 -1.74 -0.53
C 7.55 -0.01 -2.54
O -0.23 1.97 -7.47
H 11.28 -3.19 -1.63
H 2.20 2.24 -1.77
H -1.40 4.88 -7.43
C -2.60 4.10 -5.80
C 9.45 -1.92 0.23
H -1.33 5.87 -5.98
O 0.98 2.89 2.93
C -2.16 -1.31 -2.08
H 1.09 1.50 5.99
H -6.86 0.29 1.97
H -2.79 2.35 -7.08
H -0.07 1.15 0.61
C -2.59 -3.91 6.05
C -2.42 -0.58 -3.42
H 2.89 -0.12 -0.18
H 10.94 -4.61 -0.70
H 1.23 -0.26 -1.51
C -4.07 -3.59 6.30
H 10.38 -1.36 0.26
C -0.78 2.63 6.04
H -1.75 3.48 4.30
H -0.44 2.99 7.01
H 11.57 -3.19 0.09
P -5.99 -2.72 0.91
H 7.40 -1.29 0.07
H -0.06 5.21 3.92
Cl -5.81 -2.08 -3.03
C 0.80 0.70 -1.32
C -2.39 2.61 -6.11
S 1.18 3.21 4.33
H -3.91 2.45 1.20
H 8.62 -0.04 -0.02
C 10.91 -3.54 -0.68
C -5.07 -4.65 -2.79
C -4.49 -0.24 1.12
H -4.15 -5.05 -3.18
O 9.58 -3.12 -0.49
H 6.10 1.47 -2.26
H 8.19 0.77 -2.91
P -5.56 0.29 2.51
O -0.24 1.54 -5.00
H -5.84 -4.63 -3.54
H 3.22 -0.20 -2.53
H -0.93 -2.55 5.61
H -7.20 -1.90 2.46
*
```